Formula: C5H10
Source: the Open Molecules 2025 dataset
Level of theory: wB97M-V/def2-TZVPD

Results
**Relative energy (zero: lowest compared OMol25 entry of this formula, charge and spin)**: 113.6 kcal/mol
**SMILES string**: C1=CC1.[H][H].C=C
**Lowest unoccupied orbital energy**: 1.35 eV
**Frontier orbital gap**: 10.68 eV
**Net charge**: 0
**E_HOMO**: -9.3304 eV
**E_tot**: -5342.3411 eV

The geometry in XYZ format:
```
15
Properties=species:S:1:pos:R:3:forces:R:3
C 1.662671 -0.218742 -0.093642 0.1 -0.2 -0.2
C 1.266186 -1.379628 -0.494619 0.2 0.2 0.0
C 1.108682 -1.112935 0.972645 -0.1 -0.1 0.3
H 2.090011 0.744181 -0.311545 0.0 -0.1 0.0
H 1.109170 -2.086572 -1.290816 0.1 0.1 0.1
H 0.110824 -0.911864 1.382388 0.2 0.0 -0.1
H 1.786042 -1.590575 1.686416 -0.1 0.1 -0.1
H -1.512853 -0.963377 -0.646980 0.0 -0.2 0.0
H -1.079273 -1.555664 -0.764257 -0.2 -0.1 0.0
C -1.692696 1.262690 -0.197124 0.1 0.2 0.1
C -0.496554 1.769522 0.069786 -0.2 0.1 0.0
H -2.325218 0.842583 0.580048 0.1 0.1 0.0
H -2.080416 1.222540 -1.209988 0.0 0.1 0.1
H 0.135227 2.178287 -0.713274 -0.1 0.0 0.1
H -0.094110 1.785005 1.078801 -0.1 0.0 -0.1
```
Forces are in eV/Å.

---

Formula: C5H10
Source: the Open Molecules 2025 dataset
Level of theory: wB97M-V/def2-TZVPD

Results
**Relative energy (zero: lowest compared OMol25 entry of this formula, charge and spin)**: 24.9 kcal/mol
**SMILES string**: CC=C(C)C
**Lowest unoccupied orbital energy**: 1.12 eV
**Frontier orbital gap**: 9.86 eV
**Net charge**: 0
**E_HOMO**: -8.7408 eV
**E_tot**: -5346.1841 eV

The geometry in XYZ format:
```
15
Properties=species:S:1:pos:R:3:forces:R:3
C -0.131513 2.050072 -0.406036 -0.9 1.1 -1.4
C 0.384647 0.895070 0.360058 -1.0 -1.0 -0.4
C 0.083941 -0.398666 0.216136 0.1 -1.1 -1.0
C -0.875371 -0.929840 -0.889366 1.5 -0.5 0.4
C 0.765676 -1.493000 1.080825 0.0 0.7 0.7
H -0.433524 2.948036 0.207759 0.2 -1.1 -0.3
H 0.709762 2.452059 -1.040978 -0.9 -0.4 0.2
H -1.035952 1.775923 -1.055449 1.4 0.5 0.8
H 1.105586 1.143740 1.074234 1.1 0.3 1.2
H -0.920557 -2.041262 -0.925759 0.3 0.7 0.2
H -1.857007 -0.613831 -0.675307 -1.4 0.5 0.0
H -0.580201 -0.583787 -1.889290 -0.1 0.0 0.3
H 0.642801 -2.540803 0.665537 0.1 1.4 0.5
H 1.879650 -1.240972 1.162135 -1.5 -0.5 0.2
H 0.262062 -1.422739 2.115501 1.0 -0.5 -1.4
```
Forces are in eV/Å.

---

Formula: C5H10
Source: the Open Molecules 2025 dataset
Level of theory: wB97M-V/def2-TZVPD

Results
**Relative energy (zero: lowest compared OMol25 entry of this formula, charge and spin)**: 68.2 kcal/mol
**SMILES string**: C=CC.C=C
**Lowest unoccupied orbital energy**: 1.20 eV
**Frontier orbital gap**: 10.70 eV
**Net charge**: 0
**E_HOMO**: -9.5009 eV
**E_tot**: -5344.3082 eV

The geometry in XYZ format:
```
15
Properties=species:S:1:pos:R:3:forces:R:3
C -1.664860 1.393574 -0.080389 0.5 -0.4 -0.2
C -1.055299 0.260486 0.294707 0.9 2.5 0.4
C -1.632095 -1.091960 0.022001 0.6 -0.4 0.0
H -2.505777 1.411488 -0.768341 -0.3 -0.1 0.4
H -1.230773 2.353321 0.189010 -0.1 -0.1 -0.2
H 0.003483 0.542740 0.774116 -3.5 -1.2 -0.9
H -1.915470 -1.600483 0.948004 0.1 0.0 -0.1
H -0.901922 -1.724943 -0.491340 0.0 -0.1 0.1
H -2.516966 -1.052725 -0.622314 0.1 0.3 0.2
C 2.144845 0.079296 0.612366 -1.8 -1.1 -0.4
C 2.396197 -0.260987 -0.656779 -0.4 0.4 0.6
H 1.045098 -0.215910 1.016385 4.0 0.5 -0.3
H 2.896584 0.635662 1.167684 -0.4 -0.2 0.3
H 3.314730 0.023450 -1.162625 -0.1 -0.2 0.1
H 1.622225 -0.753010 -1.242486 0.2 0.0 0.0
```
Forces are in eV/Å.

---

Formula: C5H10
Source: the Open Molecules 2025 dataset
Level of theory: wB97M-V/def2-TZVPD

Results
**Relative energy (zero: lowest compared OMol25 entry of this formula, charge and spin)**: 37.7 kcal/mol
**SMILES string**: CCC1CC1
**Lowest unoccupied orbital energy**: 1.28 eV
**Frontier orbital gap**: 11.05 eV
**Net charge**: 0
**E_HOMO**: -9.7712 eV
**E_tot**: -5345.6301 eV

The geometry in XYZ format:
```
15
Properties=species:S:1:pos:R:3:forces:R:3
C 1.917849 0.353463 -0.012394 0.3 -1.5 -0.7
C 0.738618 -0.650764 -0.063576 3.4 -1.6 -0.6
C -0.455454 -0.097379 0.549997 0.1 -3.0 2.2
C -1.199278 0.904056 -0.121768 -2.4 3.2 -1.6
C -1.724854 -0.494406 -0.141402 -2.7 -0.5 1.7
H 2.780991 -0.262237 -0.392330 -0.4 1.2 0.3
H 2.123234 0.722424 0.999360 -0.1 -0.2 -0.2
H 1.690050 1.187014 -0.664005 0.3 0.3 -0.1
H 0.576522 -1.010738 -1.120109 0.0 0.8 0.8
H 1.204648 -1.605930 0.398221 -1.4 1.3 -0.1
H -0.486541 -0.200046 1.669179 0.1 0.6 -1.2
H -0.959223 1.331095 -1.130190 0.3 -0.3 1.3
H -1.802393 1.597313 0.523672 0.7 -0.6 -0.9
H -2.632390 -0.644380 0.528254 1.3 0.1 -1.0
H -1.771779 -1.129491 -1.022912 0.5 0.3 0.1
```
Forces are in eV/Å.

---

Formula: C5H10
Source: the Open Molecules 2025 dataset
Level of theory: wB97M-V/def2-TZVPD

Results
**Relative energy (zero: lowest compared OMol25 entry of this formula, charge and spin)**: 136.8 kcal/mol
**Lowest unoccupied orbital energy**: 1.17 eV
**Frontier orbital gap**: 9.86 eV
**Net charge**: 0
**E_HOMO**: -8.6955 eV
**E_tot**: -5341.3326 eV

The geometry in XYZ format:
```
15
Properties=species:S:1:pos:R:3:forces:R:3
C 1.772514 0.106612 0.588328 0.0 -0.2 0.0
C 1.158367 -1.020084 0.121095 0.2 0.1 0.1
C -0.900124 -0.600857 -0.695802 -0.1 0.2 -0.2
C -1.191840 0.695260 -0.852281 0.0 -0.2 -0.1
C -1.686822 0.042543 0.395735 -0.1 0.0 0.2
H 1.706788 0.387290 1.636470 0.0 0.0 -0.2
H 2.558727 0.590399 0.014445 -0.1 -0.1 0.1
H 0.764798 1.426795 0.118870 -0.1 0.0 0.0
H 1.474946 -1.452409 -0.823872 -0.1 0.1 0.1
H 0.642265 -1.684984 0.806544 0.1 0.1 -0.1
H -0.911762 -1.520754 -1.259235 0.0 0.2 0.1
H -1.528512 1.398343 -1.600674 0.1 -0.1 0.1
H 0.061540 1.530717 -0.305183 0.0 0.0 0.0
H -1.170827 0.277190 1.335669 0.0 0.0 -0.2
H -2.750057 -0.176061 0.519895 0.2 0.0 0.0
```
Forces are in eV/Å.

---

Formula: C5H10
Source: the Open Molecules 2025 dataset
Level of theory: wB97M-V/def2-TZVPD

Results
**Relative energy (zero: lowest compared OMol25 entry of this formula, charge and spin)**: 21.7 kcal/mol
**Multiplicity**: 2
**<S²>**: 0.754
**Lowest unoccupied orbital energy (alpha / beta)**: -5.47 / -9.08 eV
**Frontier orbital gap (alpha / beta)**: 10.10 / 6.49 eV
**Net charge**: +1
**E_HOMO (alpha / beta)**: -15.5733 / -15.5686 eV
**E_tot**: -5336.6938 eV

The geometry in XYZ format:
```
15
Properties=species:S:1:pos:R:3:forces:R:3
C -2.460546 -0.045458 -0.374083 0.7 -0.5 -0.4
C -1.163741 0.066234 0.424628 0.2 -0.6 2.5
C 0.140335 -0.240347 -0.325493 -0.5 1.4 -1.3
C 1.365026 -0.105486 0.439403 -0.5 -1.9 -0.1
C 2.592008 0.352981 -0.042088 -0.3 0.5 -0.3
H -3.133818 -0.819734 -0.014425 0.0 0.2 0.5
H -2.195311 -0.436622 -1.358950 -0.2 0.6 -0.3
H -2.977546 0.905531 -0.409056 -0.1 0.0 -0.3
H -1.210267 -0.555932 1.335040 0.0 -0.6 -0.5
H -1.004088 0.988366 0.989863 -0.3 0.6 -0.8
H 0.100745 -1.286255 -0.695808 0.2 -0.2 0.3
H 0.149362 0.357140 -1.245622 0.2 0.0 0.0
H 1.302436 -0.700484 1.347677 0.4 0.5 0.5
H 2.640971 0.565212 -1.105526 0.2 0.1 0.0
H 3.467545 0.528401 0.570995 -0.1 -0.1 0.1
```
Forces are in eV/Å.

---

Formula: C5H10BFIn
Source: the Open Molecules 2025 dataset
Level of theory: wB97M-V/def2-TZVPD

Results
**Relative energy (zero: lowest compared OMol25 entry of this formula, charge and spin)**: 64.0 kcal/mol
**Lowest unoccupied orbital energy**: -19.31 eV
**Frontier orbital gap**: 3.75 eV
**Net charge**: +3
**E_HOMO**: -23.0579 eV
**E_tot**: -13870.1757 eV

The geometry in XYZ format:
```
18
Properties=species:S:1:pos:R:3:forces:R:3
C -1.045886 -0.468915 2.133294 -3.2 -0.1 -2.7
C -1.392297 -0.792323 0.795002 2.1 -0.1 1.2
C -0.260487 -1.382831 -0.195023 -1.4 1.5 0.9
B 0.979535 -0.283038 -0.172398 -1.8 0.1 -3.5
C 1.256194 0.790895 -1.334984 0.9 -0.7 1.2
C -0.038688 1.803556 -1.357005 -1.7 -0.5 -0.2
F -0.927938 1.231432 -2.288367 1.7 0.9 1.4
H -1.688457 0.201598 2.796155 1.3 -0.5 -0.4
H -0.059045 -0.906584 2.584111 -4.7 1.8 0.9
H -2.440766 -0.609499 0.413374 0.9 -0.3 0.5
H 0.056660 -2.406515 0.219961 -0.2 0.6 -0.1
H -0.680121 -1.482531 -1.250282 0.5 0.0 1.3
H 1.690155 -0.269437 0.813967 1.0 -0.2 0.6
H 2.192141 1.393761 -1.117498 -1.1 -0.2 -0.8
H 1.308227 0.247788 -2.339658 0.3 0.5 1.1
H 0.349859 2.810908 -1.688192 -0.3 -1.0 0.0
H -0.594764 1.825534 -0.378463 0.7 0.3 -0.9
In 1.295677 -1.703800 2.366006 4.9 -2.2 -0.4
```
Forces are in eV/Å.

---

Formula: C5H10Br2NaO5
Source: the Open Molecules 2025 dataset
Level of theory: wB97M-V/def2-TZVPD

Results
**Multiplicity**: 2
**<S²>**: 0.759
**Lowest unoccupied orbital energy (alpha / beta)**: 3.95 / 3.95 eV
**Frontier orbital gap (alpha / beta)**: 3.81 / 3.81 eV
**Net charge**: -2
**E_HOMO (alpha / beta)**: 0.1388 / 0.1432 eV
**E_tot**: -160083.1788 eV

The geometry in XYZ format:
```
23
Properties=species:S:1:pos:R:3:forces:R:3
Na -0.350895 -0.846743 -0.120401 -0.2 -0.5 -1.7
C 1.476145 -2.518523 1.376789 0.4 -1.3 -0.7
O 0.329675 -2.917783 1.024769 -1.0 -0.6 0.3
O 2.306825 -3.365473 1.783239 0.2 -0.3 0.6
O 1.737105 -1.332373 1.178219 0.3 2.4 0.2
C 0.380785 1.217827 -3.282801 0.5 -2.7 1.6
O 0.671405 0.126237 -2.395821 -0.5 1.9 -0.3
H 0.616855 2.208747 -2.894911 0.3 0.6 0.2
H 0.948305 1.051137 -4.198351 0.3 0.3 -0.7
H -0.668645 1.259477 -3.574451 -0.6 0.0 -0.2
C -3.576195 -2.371983 -2.032901 2.9 -0.1 1.4
O -2.312405 -2.084533 -1.470221 -1.2 0.4 0.0
H -4.369005 -1.667463 -1.781461 -0.5 0.5 -0.1
H -3.475305 -2.488373 -3.111961 -0.4 0.1 -0.7
H -3.888915 -3.342763 -1.648341 -0.7 -0.7 0.1
Br -0.846705 3.297587 2.353809 1.4 -0.9 -0.2
C 0.659335 1.868607 2.331479 -0.6 -0.2 -0.6
C 1.951145 2.421117 2.865259 -0.3 -0.1 1.7
Br 3.290765 0.937787 3.056529 -0.7 1.0 -0.4
H 0.823145 1.429437 1.347419 -0.4 0.6 -0.4
H 0.181235 1.076227 2.907389 0.5 0.3 0.4
H 1.780695 2.719407 3.899699 0.1 0.0 0.0
H 2.334645 3.322407 2.387029 0.2 -0.6 -0.6
```
Forces are in eV/Å.

---

Formula: C5H10Cl2O3
Source: the Open Molecules 2025 dataset
Level of theory: wB97M-V/def2-TZVPD

Results
**Relative energy (zero: lowest compared OMol25 entry of this formula, charge and spin)**: 0.0 kcal/mol
**SMILES string**: COC(=O)OC.ClCCCl
**Lowest unoccupied orbital energy**: 0.78 eV
**Frontier orbital gap**: 11.78 eV
**Net charge**: 0
**E_HOMO**: -10.9969 eV
**E_tot**: -36534.7581 eV

The geometry in XYZ format:
```
20
Properties=species:S:1:pos:R:3:forces:R:3
C 2.542413 -13.299167 -3.160034 -0.4 0.3 -0.2
O 3.577018 -14.229708 -2.901360 0.3 -0.3 0.4
C 4.727077 -13.671589 -2.528250 0.0 -0.4 -0.7
O 4.943980 -12.497073 -2.446681 0.0 0.4 0.3
O 5.619026 -14.646044 -2.349982 -0.3 -0.1 0.1
C 6.904092 -14.181040 -1.975353 0.6 0.2 0.2
H 2.660622 -12.878454 -4.160305 0.0 0.0 0.1
H 2.559016 -12.494901 -2.429545 -0.1 0.0 0.0
H 1.619618 -13.864713 -3.109355 -0.1 0.0 0.0
H 7.204373 -13.326426 -2.581106 0.0 -0.1 0.0
H 7.587697 -15.008799 -2.125437 0.0 -0.1 0.0
H 6.910488 -13.878385 -0.927122 0.0 0.0 0.0
Cl 6.055237 -17.021028 0.826689 0.0 0.0 -0.1
C 5.146690 -15.494495 0.926727 0.2 0.4 -0.3
C 4.223093 -15.534188 2.098047 -0.2 -0.1 0.3
Cl 3.178386 -14.090746 2.071182 0.0 0.1 0.0
H 4.593149 -15.332082 0.006974 0.1 -0.2 -0.1
H 5.858305 -14.682984 1.058026 0.1 0.0 -0.1
H 4.792320 -15.517184 3.019957 -0.1 -0.1 0.2
H 3.582089 -16.406013 2.050128 -0.1 -0.1 0.1
```
Forces are in eV/Å.

---

Formula: C5H10ClNO
Source: the Open Molecules 2025 dataset
Level of theory: wB97M-V/def2-TZVPD

Results
**Relative energy (zero: lowest compared OMol25 entry of this formula, charge and spin)**: 69.8 kcal/mol
**Lowest unoccupied orbital energy**: 0.81 eV
**Frontier orbital gap**: 9.08 eV
**Net charge**: 0
**E_HOMO**: -8.2743 eV
**E_tot**: -21404.5082 eV

The geometry in XYZ format:
```
18
Properties=species:S:1:pos:R:3:forces:R:3
C 3.078218 1.053134 -1.489211 2.4 -0.1 2.5
C -2.176265 0.400806 1.131075 2.2 0.1 -2.2
C 0.531121 -0.764900 1.148186 1.7 -1.3 -2.5
C -1.828341 -0.953432 0.521651 -1.1 0.1 -3.5
C -0.415735 -0.817898 -0.032420 -1.3 1.3 -0.6
N 2.031225 0.901998 -2.179884 1.1 1.1 -0.7
O -0.169666 -0.511369 -1.199164 0.2 -0.8 1.6
Cl 4.269749 2.259814 -2.047979 -0.7 -0.2 -0.5
H -2.902541 0.212575 1.798536 -3.1 0.0 2.1
H -1.395985 0.936212 1.669194 0.4 -0.3 -0.1
H -2.447077 0.991737 0.274315 -0.6 0.7 0.1
H 0.076267 -0.985415 2.067778 -0.5 0.0 1.1
H 1.348213 -1.476093 0.956946 -0.3 -0.4 0.1
H 1.121692 0.111190 1.091743 0.2 1.4 0.3
H -2.713897 -1.367044 -0.179640 2.3 1.3 1.1
H -1.740071 -1.687475 1.214996 0.0 -2.1 2.5
H 1.914851 1.421027 -3.015881 -0.9 0.3 -1.1
H 1.418239 0.275133 -1.730239 -1.8 -1.0 -0.3
```
Forces are in eV/Å.